C34H82N7O3 | ωB97M-V with the def2-TZVPD basis set

Values from the calculation:
Highest occupied orbital energy (eV): -9.24
Gap between HOMO and LUMO (eV): 5.317
Maximum force (Eh/bohr): 0.019
Total charge: +1

Last column: Löwdin charge in e.
CARTESIAN COORDINATES (ANGSTROEM)
C: 3.6013 2.0885 -3.2667  -0.05
C: 3.3653 0.5817 -3.4122  -0.23
O: 2.0685 0.1885 -2.9633  -0.14
C: 1.1215 -0.1161 -3.9432  -0.20
C: -0.1228 0.7248 -3.7458  -0.13
O: -0.6417 0.4178 -2.4286  -0.02
N: -2.0006 0.6815 -2.3358  -0.03
C: -2.6061 1.9740 -2.6375  -0.02
C: -3.8818 1.5955 -3.4785  -0.25
C: -4.1045 2.2330 -4.8362  -0.14
C: -4.0068 3.7621 -4.8463  -0.17
C: -4.6488 4.4682 -3.6600  -0.26
O: -6.0374 4.1711 -3.5860  -0.05
N: -3.8015 0.1215 -3.5615  0.15
C: -2.7956 -0.3078 -2.7790  -0.31
N: -2.6588 -1.6064 -2.4610  0.23
H: 4.0020 2.5260 -4.1821  0.06
H: 2.6772 2.6110 -3.0169  0.07
H: 4.3101 2.2815 -2.4614  0.07
H: 3.5454 0.2443 -4.4375  0.11
H: 4.0735 0.0354 -2.7876  0.12
H: 1.4916 0.0803 -4.9569  0.14
H: 0.8553 -1.1803 -3.8924  0.13
H: -0.8711 0.5165 -4.5190  0.13
H: 0.1395 1.7848 -3.7819  0.13
H: -1.9091 2.7167 -3.0222  0.13
H: -2.9951 2.3671 -1.6985  0.13
H: -4.7144 1.7937 -2.8054  0.14
H: -5.0957 1.9366 -5.1861  0.13
H: -3.3694 1.8161 -5.5343  0.12
H: -4.5157 4.1236 -5.7415  0.12
H: -2.9618 4.0717 -4.9459  0.12
H: -4.1487 4.2493 -2.7090  0.11
H: -4.5614 5.5451 -3.8127  0.13
H: -6.2171 3.5513 -2.8665  0.09
H: -3.7483 -0.2908 -4.4873  0.17
H: -3.4062 -2.0739 -1.9698  0.12
H: -1.8031 -2.1208 -2.5943  0.13
C: -3.0576 -2.3882 1.1107  -0.11
C: -3.4795 -3.3169 2.2380  -0.27
N: -4.5285 -4.2400 1.8444  -0.20
C: -5.1407 -4.9261 2.9722  -0.24
C: -4.2723 -5.8897 3.7880  -0.08
C: -4.2449 -5.0615 0.6800  -0.25
C: -3.0022 -5.9606 0.7164  -0.08
H: -3.9248 -1.8528 0.7138  0.07
H: -2.3389 -1.6541 1.4770  0.08
H: -2.5740 -2.9357 0.2981  0.05
H: -3.8757 -2.7111 3.0568  0.12
H: -2.5828 -3.8187 2.6336  0.11
H: -6.0189 -5.4633 2.6048  0.11
H: -5.5298 -4.1554 3.6445  0.10
H: -4.1058 -6.8308 3.2655  0.06
H: -4.7775 -6.1295 4.7256  0.06
H: -3.3036 -5.4587 4.0438  0.07
H: -4.1616 -4.3991 -0.1881  0.09
H: -5.1320 -5.6690 0.4876  0.12
H: -2.1345 -5.4374 1.1222  0.07
H: -2.7483 -6.2823 -0.2957  0.07
H: -3.1597 -6.8586 1.3101  0.06
C: 2.9378 1.5125 1.3387  -0.09
C: 4.3973 1.1122 1.1876  -0.28
N: 5.3162 2.2288 1.3007  -0.20
C: 6.6710 1.9054 0.8843  -0.25
C: 7.4534 0.8702 1.7002  -0.08
C: 5.1946 3.0220 2.5149  -0.25
C: 5.3705 2.3069 3.8604  -0.08
H: 2.6756 2.2969 0.6262  0.07
H: 2.3019 0.6474 1.1422  0.07
H: 2.6995 1.8659 2.3422  0.06
H: 4.5306 0.6840 0.1887  0.11
H: 4.6106 0.2982 1.8989  0.10
H: 7.2394 2.8385 0.8496  0.11
H: 6.6115 1.5544 -0.1516  0.10
H: 7.7981 1.2723 2.6515  0.06
H: 8.3371 0.5565 1.1419  0.07
H: 6.8605 -0.0229 1.9019  0.07
H: 4.2119 3.4990 2.5059  0.10
H: 5.9120 3.8427 2.4396  0.11
H: 4.8367 1.3554 3.8861  0.07
H: 4.9679 2.9287 4.6617  0.07
H: 6.4157 2.1129 4.0946  0.06
C: 8.7232 6.1363 -7.9935  -0.09
C: 8.0920 5.8790 -6.6344  -0.27
N: 6.8781 5.0810 -6.7087  -0.20
C: 6.1245 5.0620 -5.4697  -0.26
C: 6.7597 4.4007 -4.2400  -0.09
C: 7.0033 3.8067 -7.3968  -0.25
C: 8.0279 2.7970 -6.8621  -0.08
H: 8.0043 6.5955 -8.6731  0.08
H: 9.5705 6.8134 -7.8814  0.07
H: 9.0987 5.2223 -8.4544  0.06
H: 7.8136 6.8381 -6.1894  0.12
H: 8.8524 5.4409 -5.9686  0.10
H: 5.1606 4.5841 -5.6745  0.10
H: 5.8917 6.1015 -5.2191  0.11
H: 6.7528 3.3129 -4.3108  0.05
H: 6.1949 4.6716 -3.3451  0.07
H: 7.7885 4.7261 -4.0848  0.07
H: 7.2407 4.0129 -8.4423  0.10
H: 6.0107 3.3471 -7.4135  0.11
H: 8.9773 3.2765 -6.6200  0.07
H: 8.2298 2.0401 -7.6220  0.07
H: 7.6764 2.2782 -5.9710  0.05
C: -5.0805 -3.3002 6.9522  -0.09
C: -5.3294 -3.6659 8.4068  -0.27
N: -6.7387 -3.6725 8.7565  -0.20
C: -6.9776 -3.7516 10.1882  -0.25
C: -6.5458 -5.0247 10.9250  -0.08
C: -7.5891 -4.5055 7.9216  -0.25
C: -7.2577 -6.0008 7.8232  -0.08
H: -5.5357 -2.3392 6.7071  0.08
H: -4.0068 -3.2261 6.7700  0.07
H: -5.4734 -4.0552 6.2694  0.04
H: -4.8431 -2.9236 9.0455  0.12
H: -4.8290 -4.6250 8.6170  0.10
H: -8.0448 -3.5846 10.3566  0.11
H: -6.4672 -2.8979 10.6441  0.11
H: -7.2131 -5.8621 10.7256  0.06
H: -6.5618 -4.8470 12.0016  0.07
H: -5.5315 -5.3254 10.6592  0.07
H: -7.5818 -4.0873 6.9122  0.10
H: -8.6153 -4.3803 8.2754  0.11
H: -6.1873 -6.1696 7.6916  0.06
H: -7.7665 -6.4341 6.9598  0.07
H: -7.5796 -6.5569 8.7019  0.06

---

C34H83BF7O14Si | ωB97M-V with the def2-TZVPD basis set

Values from the calculation:
Highest occupied orbital energy (eV): -5.29
Gap between HOMO and LUMO (eV): 7.302
Maximum force (Eh/bohr): 0.013
Total charge: -1

Last column: Löwdin charge in e.
CARTESIAN COORDINATES (ANGSTROEM)
C: 2.8477 3.2569 0.1313  -0.04
C: 2.9089 1.8638 -0.5077  -0.39
F: 3.5900 1.9615 -1.7445  -0.04
C: 1.5689 1.2089 -0.7395  -0.08
B: 1.5706 -0.3443 -1.3223  -0.62
C: 2.9214 -1.1280 -0.8083  -0.06
C: 0.2539 -1.2133 -0.7908  -0.10
C: -1.0175 -0.4177 -0.5766  -0.25
O: -2.0145 -1.1003 0.2371  -0.22
Si: -1.7224 -1.2051 1.8508  0.38
C: -0.3971 -0.0413 2.4553  -0.14
C: -1.1973 -2.9529 2.3196  -0.16
C: -3.3336 -0.8665 2.7506  -0.15
C: 1.3852 -0.2606 -2.9512  -0.15
O: 0.3007 -0.1536 -3.5122  0.06
C: 2.5456 -0.2500 -4.0108  -0.35
F: 3.7841 -0.3389 -3.4756  0.12
F: 2.4817 0.9260 -4.7153  0.11
C: 2.4641 -1.3630 -5.0881  -0.35
F: 3.5003 -1.1887 -5.9700  0.12
F: 1.3298 -1.2708 -5.7902  0.15
C: 2.6156 -2.8193 -4.5723  -0.33
F: 1.9720 -2.9710 -3.3962  0.16
F: 2.0125 -3.6390 -5.4768  0.12
C: 4.0878 -3.2786 -4.3930  -0.41
O: 4.6840 -3.0981 -3.3736  0.17
O: 4.5632 -3.9174 -5.4736  0.12
H: 3.5905 3.3887 0.9148  0.05
H: 1.8585 3.4060 0.5758  0.07
H: 2.9688 4.0182 -0.6433  0.08
H: 3.5025 1.2154 0.1476  0.12
H: 1.0620 1.2240 0.2333  0.09
H: 0.9843 1.8782 -1.3923  0.12
H: 2.8972 -1.1034 0.2902  0.04
H: 2.9413 -2.1859 -1.0906  0.04
H: 3.8656 -0.6676 -1.1064  0.04
H: 0.5296 -1.7681 0.1156  0.08
H: 0.0554 -1.9777 -1.5558  0.10
H: -1.5061 -0.2289 -1.5363  0.11
H: -0.8359 0.5622 -0.1378  0.07
H: 0.6031 -0.3348 2.1295  0.04
H: -0.4604 0.0548 3.5409  0.03
H: -0.5779 0.9573 2.0422  0.05
H: -1.2993 -3.0635 3.4046  0.02
H: -0.1350 -3.0842 2.0866  0.01
H: -1.7770 -3.7175 1.8014  0.02
H: -3.8064 0.0293 2.3405  0.02
H: -4.0119 -1.7154 2.6361  0.02
H: -3.1241 -0.7014 3.8115  0.03
H: 5.0650 -4.6941 -5.1607  0.09
C: 2.6217 1.3719 5.7836  -0.08
C: 2.4495 0.5545 4.5151  -0.33
O: 2.5826 1.3517 3.3496  -0.07
H: 1.8867 2.1771 5.8110  0.07
H: 2.4977 0.7528 6.6749  0.07
H: 3.6164 1.8233 5.8135  0.07
H: 1.4595 0.1074 4.4781  0.08
H: 3.1824 -0.2634 4.4892  0.08
H: 3.4665 1.7375 3.3626  0.07
C: 7.2428 -1.2067 3.4135  -0.08
C: 6.4277 -0.2574 4.2712  -0.32
O: 5.7451 0.7173 3.4937  -0.08
H: 7.9677 -0.6514 2.8174  0.08
H: 7.7772 -1.9313 4.0311  0.07
H: 6.5923 -1.7537 2.7280  0.06
H: 7.0720 0.3017 4.9497  0.11
H: 5.7092 -0.8225 4.8769  0.08
H: 5.1563 0.2460 2.8885  0.07
C: -4.1873 3.6816 -1.0903  -0.09
C: -2.9349 2.8346 -0.9844  -0.30
O: -3.0408 1.8735 0.0676  -0.09
H: -4.3878 4.1888 -0.1441  0.06
H: -4.0895 4.4313 -1.8774  0.07
H: -5.0529 3.0550 -1.3231  0.07
H: -2.0686 3.4498 -0.7391  0.12
H: -2.7141 2.3402 -1.9327  0.08
H: -3.8005 1.3055 -0.0894  0.08
C: 6.9496 6.3482 -0.2721  -0.10
C: 5.9842 5.8512 0.7893  -0.33
O: 5.8322 4.4412 0.7652  -0.08
H: 6.6147 6.0334 -1.2605  0.08
H: 7.0257 7.4370 -0.2562  0.07
H: 7.9480 5.9344 -0.1095  0.07
H: 4.9869 6.2540 0.6149  0.11
H: 6.3108 6.1812 1.7832  0.11
H: 6.6896 4.0375 0.9307  0.08
C: -5.8871 -2.8337 -1.8560  -0.10
C: -4.7622 -2.6718 -0.8489  -0.31
O: -5.2225 -2.8686 0.4895  -0.09
H: -6.6900 -2.1262 -1.6437  0.07
H: -5.5283 -2.6611 -2.8719  0.07
H: -6.3105 -3.8415 -1.8104  0.07
H: -4.3481 -1.6671 -0.8861  0.10
H: -3.9455 -3.3675 -1.0626  0.11
H: -5.5671 -3.7641 0.5505  0.07
C: 3.8707 -8.1952 -4.9207  -0.08
C: 5.3175 -7.8142 -5.1665  -0.30
O: 5.6069 -6.4886 -4.7246  -0.09
H: 3.2035 -7.4944 -5.4228  0.08
H: 3.6655 -9.2010 -5.2892  0.07
H: 3.6393 -8.1699 -3.8535  0.08
H: 5.5432 -7.8231 -6.2314  0.11
H: 5.9929 -8.5193 -4.6720  0.11
H: 5.4354 -6.4406 -3.7774  0.10
C: -7.5037 4.0008 2.1706  -0.10
C: -6.2582 3.1443 2.3155  -0.32
O: -6.3914 2.1843 3.3606  -0.08
H: -7.7202 4.5164 3.1073  0.07
H: -7.3720 4.7438 1.3809  0.07
H: -8.3718 3.3916 1.9256  0.05
H: -5.3935 3.7535 2.5739  0.11
H: -6.0378 2.6382 1.3700  0.10
H: -7.1348 1.6147 3.1429  0.08
C: 3.9448 -3.3703 4.7117  -0.08
C: 3.0195 -2.7626 3.6712  -0.32
O: 3.7259 -2.1046 2.6296  -0.08
H: 4.5864 -2.6011 5.1445  0.05
H: 3.3766 -3.8438 5.5144  0.07
H: 4.5903 -4.1272 4.2591  0.07
H: 2.3853 -2.0003 4.1225  0.09
H: 2.3637 -3.5328 3.2509  0.11
H: 4.2748 -2.7465 2.1687  0.09
C: -2.4342 -0.0517 -5.8735  -0.09
C: -2.2370 1.3734 -5.3899  -0.32
O: -2.3920 1.4904 -3.9839  -0.10
H: -3.4245 -0.4152 -5.5906  0.07
H: -2.3329 -0.1161 -6.9590  0.07
H: -1.6895 -0.7090 -5.4215  0.06
H: -2.9864 2.0348 -5.8291  0.10
H: -1.2474 1.7346 -5.6843  0.11
H: -1.7035 0.9445 -3.5755  0.05
C: -12.7703 4.2902 1.3685  -0.10
C: -11.9720 3.4093 2.3117  -0.32
O: -10.7052 3.9703 2.6374  -0.09
H: -12.2083 4.4689 0.4517  0.08
H: -13.7232 3.8260 1.1104  0.07
H: -12.9779 5.2594 1.8283  0.07
H: -11.7554 2.4491 1.8454  0.11
H: -12.5439 3.2163 3.2262  0.11
H: -10.8554 4.8176 3.0674  0.08